1.
H8InO4 as an isolated structure, computed with wB97M-V/def2-TZVPD.

```
13
Properties=species:S:1:pos:R:3:forces:R:3
In -0.108 0.041 -0.544 0.60 -0.08 0.56
O -1.796 1.339 -0.569 1.04 0.19 -0.82
H -2.691 1.000 -0.601 -1.00 -0.60 -0.50
H -1.891 2.235 -0.245 0.32 1.46 -0.10
O 1.376 -1.449 -0.777 -1.43 -1.44 -1.01
H 2.012 -1.488 -1.491 0.44 -0.11 -1.14
H 1.532 -2.247 -0.273 -0.28 -1.16 0.64
O -1.430 -0.376 1.049 0.76 -0.64 0.08
H -1.819 0.393 1.464 -0.21 0.69 0.59
H -1.958 -1.111 1.362 -0.19 -1.38 0.38
O 1.910 0.516 0.036 -1.03 2.27 1.15
H 2.774 0.482 -0.375 0.74 0.21 -0.84
H 2.090 0.666 0.964 0.25 0.57 1.02
```
Positions in Å, forces in eV/Å.

As for the spin multiplicity: 1. Its total charge is +3. As for the energy relative to the best compared isomer or geometry (same formula, charge and spin): 0.0 kcal per mole. The calculation puts the HOMO energy at -0.971 hartree. The value obtained for the calculated total energy is -13457.4726 eV. For the frontier orbital gap, the calculation gives 0.34939 hartree.


2.
H8LiO4 as an isolated structure, computed with wB97M-V/def2-TZVPD.

```
13
Properties=species:S:1:pos:R:3:forces:R:3
Li 10.453 10.316 36.140 0.02 -0.45 -0.55
O 9.344 10.221 37.765 7.50 -2.24 2.75
H 9.851 10.272 38.720 -2.64 0.07 -3.54
H 8.545 10.599 37.750 -4.79 2.35 0.78
O 9.065 10.781 34.357 0.81 2.88 2.50
H 8.200 10.391 34.263 -0.62 -0.09 0.00
H 8.935 11.666 34.908 -0.05 -2.59 -2.17
O 10.879 8.409 35.770 0.13 0.62 4.53
H 11.165 7.692 36.391 -0.46 0.88 -0.99
H 10.945 8.100 34.925 0.28 -1.51 -3.57
O 12.338 11.035 35.606 0.89 -1.64 -0.56
H 12.916 10.360 35.143 -1.25 1.07 0.01
H 12.815 11.005 36.434 0.17 0.66 0.81
```
Positions in Å, forces in eV/Å.

As for the spin multiplicity: 1. Its total charge is +1. As for the energy relative to the best compared isomer or geometry (same formula, charge and spin): 33.0 kcal per mole. The calculation puts the HOMO energy at -0.596 hartree. The value obtained for the calculated total energy is -8520.4041 eV. For the frontier orbital gap, the calculation gives 0.45813 hartree.


3.
H8LiO4 as an isolated structure, computed with wB97M-V/def2-TZVPD.

```
13
Properties=species:S:1:pos:R:3:forces:R:3
Li 0.146 0.026 -0.029 0.21 -0.02 -0.17
O -0.456 -0.917 1.978 0.35 0.52 -1.28
H 0.071 -1.451 2.572 0.62 -0.87 0.60
H -1.061 -0.447 2.550 -0.90 0.51 0.60
O 0.501 2.041 0.205 -0.37 -1.15 -0.05
H 1.208 2.679 0.105 0.78 0.36 -0.03
H -0.291 2.571 0.292 -0.56 0.52 0.11
O -1.488 -0.121 -1.088 0.57 0.11 0.61
H -1.957 -0.889 -1.414 -0.23 -0.75 -0.29
H -2.049 0.619 -1.321 -0.41 0.61 -0.27
O 1.455 -1.252 -1.125 -0.74 0.67 0.72
H 2.107 -1.841 -0.745 0.49 -0.71 0.35
H 1.813 -1.017 -1.981 0.18 0.21 -0.91
```
Positions in Å, forces in eV/Å.

As for the spin multiplicity: 2. Its total charge is +2. As for the energy relative to the best compared isomer or geometry (same formula, charge and spin): 1.5 kcal per mole. The calculation puts the HOMO energy (alpha / beta) at -0.819 / -0.757 hartree. The value obtained for the calculated total energy is -8505.2936 eV. For the frontier orbital gap (alpha / beta), the calculation gives 0.54062 / 0.14697 hartree.


4.
A single H8N2Si2 molecule, computed with wB97M-V/def2-TZVPD.

```
12
Properties=species:S:1:pos:R:3:forces:R:3
N -0.567 -1.541 -1.229 3.45 0.41 3.73
Si 0.630 -0.169 -0.170 -3.95 -2.99 -0.82
N 0.839 -0.973 1.348 -1.06 0.70 0.83
Si -0.648 1.828 0.110 0.35 -1.22 2.44
H -0.552 -1.258 -2.153 -0.32 0.97 -2.65
H 0.182 -2.300 -1.262 -1.32 0.81 0.21
H 1.926 -0.372 -0.682 1.36 0.54 -0.81
H 0.143 -1.283 2.027 -0.30 0.93 -0.47
H 1.390 -1.784 1.294 1.39 -0.95 -0.47
H -0.611 3.101 -0.468 0.28 1.21 -1.45
H 0.090 2.116 1.395 -0.19 0.02 -0.13
H -2.054 1.669 0.605 0.30 -0.43 -0.42
```
Positions in Å, forces in eV/Å.

As for the spin multiplicity: 1. As for the energy relative to the best compared isomer or geometry (same formula, charge and spin): 54.3 kcal per mole. The calculation puts the HOMO energy at -0.342 hartree. Its structure (SMILES) is N[SiH](N)[SiH3]. The value obtained for the calculated total energy is -18864.1709 eV. For the frontier orbital gap, the calculation gives 0.36677 hartree.


5.
A 2-piece molecular cluster, H8N3OPSi overall, computed with wB97M-V/def2-TZVPD.

```
14
Properties=species:S:1:pos:R:3:forces:R:3
N 0.607 -2.299 -1.554 0.16 -0.13 0.28
N -0.675 0.892 2.231 1.14 2.08 -3.09
N 1.510 1.797 1.170 -0.92 -1.11 1.29
O -0.873 2.405 -0.070 0.93 -1.80 2.31
Si -0.461 -1.030 -1.150 -1.62 0.32 -1.83
P 0.008 1.716 0.948 -0.20 1.58 -0.54
H 1.534 -2.182 -1.200 0.47 -0.36 -0.01
H 0.566 -2.861 -2.397 -0.09 0.33 0.40
H -1.634 0.872 2.036 -1.69 -0.87 0.85
H -0.132 0.411 2.906 -0.01 -0.43 0.43
H 2.141 2.257 0.584 0.79 0.78 -1.11
H -1.310 -0.878 -2.431 0.71 0.38 0.64
H 0.384 0.200 -0.805 -0.62 -0.88 -0.02
H -1.663 -1.302 -0.266 0.96 0.11 0.39
```
Positions in Å, forces in eV/Å.

As for the spin multiplicity: 1. As for the energy relative to the best compared isomer or geometry (same formula, charge and spin): 25.8 kcal per mole. The calculation puts the HOMO energy at -0.359 hartree. The value obtained for the calculated total energy is -23814.3625 eV. For the frontier orbital gap, the calculation gives 0.37866 hartree.


6.
A single H8N6 molecule, computed with wB97M-V/def2-TZVPD.

```
14
Properties=species:S:1:pos:R:3:forces:R:3
N 2.244 -0.915 -0.119 1.60 3.63 0.32
N 1.177 -0.518 0.654 -1.78 2.58 0.86
N -0.027 0.341 -0.285 1.03 -1.73 0.76
N 0.250 1.725 -0.097 -1.17 0.69 1.45
N -1.294 0.042 0.215 -1.95 -0.35 1.56
N -2.244 -1.006 -0.274 1.39 2.16 -0.69
H 2.760 -0.076 -0.614 -1.43 -2.24 0.91
H 1.930 -1.608 -0.745 -0.25 -0.67 -0.92
H 1.471 0.238 1.436 -0.46 -2.03 -2.64
H -0.291 2.321 -0.798 0.72 -1.38 1.29
H -0.131 1.951 0.898 0.68 0.11 -2.12
H -1.453 0.174 1.271 0.59 -0.50 -2.17
H -2.525 -0.724 -1.246 0.53 -0.41 1.36
H -1.866 -1.947 -0.297 0.51 0.14 0.02
```
Positions in Å, forces in eV/Å.

As for the spin multiplicity: 1. As for the energy relative to the best compared isomer or geometry (same formula, charge and spin): 48.7 kcal per mole. The calculation puts the HOMO energy at -0.301 hartree. Its structure (SMILES) is NNN(N)NN. The value obtained for the calculated total energy is -9064.5820 eV. For the frontier orbital gap, the calculation gives 0.34615 hartree.


7.
A 4-piece molecular cluster, H8O3S2 overall, computed with wB97M-V/def2-TZVPD.

```
13
Properties=species:S:1:pos:R:3:forces:R:3
S -3.725 3.712 2.766 0.39 0.00 1.11
S -5.460 2.835 3.459 -0.29 -0.69 0.35
H -3.222 4.319 3.930 -0.63 -0.73 -0.98
H -5.237 1.487 3.816 0.53 1.41 -0.47
O -2.006 -5.503 -0.928 -2.29 0.78 3.11
H -2.711 -5.084 -0.267 2.10 -0.98 -2.42
H -1.709 -6.213 -0.325 0.19 0.21 -0.70
O 3.503 0.021 -2.778 0.72 -1.97 4.03
H 2.710 -0.188 -2.259 0.16 0.18 -0.72
H 3.311 0.327 -3.599 -1.30 1.38 -3.62
O 4.798 1.375 -0.928 0.59 0.72 0.42
H 4.354 0.828 -1.616 0.91 1.01 -0.07
H 5.394 2.085 -1.272 -1.08 -1.33 -0.04
```
Positions in Å, forces in eV/Å.

As for the spin multiplicity: 1. As for the energy relative to the best compared isomer or geometry (same formula, charge and spin): 27.6 kcal per mole. The calculation puts the HOMO energy at -0.359 hartree. Its structure (SMILES) is SS.O.O.O. The value obtained for the calculated total energy is -27941.7961 eV. For the frontier orbital gap, the calculation gives 0.36667 hartree.


8.
H8O4 as an isolated structure, computed with wB97M-V/def2-TZVPD.

```
12
Properties=species:S:1:pos:R:3:forces:R:3
H -2.106 -0.461 1.248 -0.99 1.84 -5.79
H -1.518 -0.594 -0.378 -1.53 0.83 1.17
H -0.885 1.178 0.109 2.34 1.27 -0.50
H -0.200 1.971 -0.999 0.03 0.60 -1.58
H 1.176 0.544 0.095 1.10 0.23 -0.80
H 2.465 0.243 0.843 0.44 -0.29 0.15
H 0.998 -0.945 0.057 -1.65 -1.17 -0.36
H 0.313 -2.188 -0.750 -1.29 3.23 1.96
O -2.304 -0.059 0.054 2.69 -2.50 4.78
O 0.030 1.688 -0.137 -2.80 -1.90 2.27
O 1.992 -0.075 0.069 0.22 2.00 0.66
O 0.040 -1.301 -0.210 1.43 -4.14 -1.95
```
Positions in Å, forces in eV/Å.

As for the spin multiplicity: 1. As for the energy relative to the best compared isomer or geometry (same formula, charge and spin): 63.3 kcal per mole. The calculation puts the HOMO energy at -0.404 hartree. The value obtained for the calculated total energy is -8317.9319 eV. For the frontier orbital gap, the calculation gives 0.42382 hartree.


9.
A 4-piece molecular cluster, H8O4 overall, computed with wB97M-V/def2-TZVPD.

```
12
Properties=species:S:1:pos:R:3:forces:R:3
O 3.810 -4.879 -29.816 2.57 -2.74 3.27
H 4.790 -5.057 -29.589 -2.37 -0.25 0.32
H 4.032 -4.346 -30.506 -0.23 2.88 -3.59
O 2.242 -2.368 -28.663 0.65 0.28 0.69
H 2.852 -2.350 -29.407 0.61 -0.24 -0.11
H 1.429 -2.274 -29.120 -1.44 -0.04 -0.31
O 2.225 -0.016 -31.222 -1.57 -0.65 -1.17
H 2.786 0.624 -30.863 1.51 1.59 0.87
H 1.440 0.018 -30.679 -0.41 -0.12 0.21
O 3.478 -2.207 -31.127 -0.46 0.53 -0.65
H 4.363 -2.052 -31.450 0.41 0.01 -0.12
H 2.959 -1.384 -31.407 0.72 -1.24 0.58
```
Positions in Å, forces in eV/Å.

As for the spin multiplicity: 1. As for the energy relative to the best compared isomer or geometry (same formula, charge and spin): 32.1 kcal per mole. The calculation puts the HOMO energy at -0.385 hartree. Its structure (SMILES) is O.O.O.O. The value obtained for the calculated total energy is -8319.2838 eV. For the frontier orbital gap, the calculation gives 0.39631 hartree.


10.
A 4-piece molecular cluster, H8O4 overall, computed with wB97M-V/def2-TZVPD.

```
12
Properties=species:S:1:pos:R:3:forces:R:3
O -16.948 -11.091 11.806 0.09 0.08 -0.01
H -17.236 -11.978 12.036 -0.01 -0.01 0.01
H -16.557 -10.742 12.626 -0.13 -0.12 -0.04
O -18.408 -7.363 14.971 0.10 -0.08 0.01
H -18.371 -6.893 14.133 -0.02 -0.03 -0.03
H -18.453 -6.673 15.640 0.00 0.01 0.00
O -15.759 -10.287 17.208 -0.04 -0.04 0.08
H -16.560 -10.203 17.734 0.00 -0.03 0.01
H -15.270 -9.472 17.365 0.03 0.00 -0.04
O -16.157 -10.108 14.354 0.03 -0.03 0.01
H -16.000 -10.580 15.184 0.02 0.18 -0.02
H -16.746 -9.386 14.598 -0.08 0.06 0.01
```
Positions in Å, forces in eV/Å.

As for the spin multiplicity: 1. As for the energy relative to the best compared isomer or geometry (same formula, charge and spin): 16.2 kcal per mole. The calculation puts the HOMO energy at -0.382 hartree. Its structure (SMILES) is O.O.O.O. The value obtained for the calculated total energy is -8319.9749 eV. For the frontier orbital gap, the calculation gives 0.39510 hartree.